{
  "formula": "C4H14NO",
  "method": "ωB97M-V/def2-TZVPD",
  "charge": 2,
  "homo_ev": [-17.89, -17.89],
  "energy_ev": -7890.6641,
  "gap_ev": [10.6, 2.6],
  "spin_multiplicity": 2,
  "s2": 0.75,
  "de_lowest_kj_mol": 138.71,
  "e_lumo_ev": [-7.24, -15.28],
  "elements": ["C", "C", "C", "C", "N", "H", "H", "H", "H", "H", "H", "H", "H", "H", "H", "H", "H", "H", "H", "O"],
  "xyz": [[-0.340, -1.369, -1.498], [0.152, -0.262, -0.500], [0.294, 1.175, -0.882], [1.414, 1.527, -1.793], [-0.726, -0.279, 0.753], [-0.990, -1.040, -2.294], [-0.922, -2.028, -0.844], [0.477, -2.021, -1.794], [1.116, -0.705, -0.188], [-0.640, 1.553, -1.411], [0.334, 1.871, -0.020], [2.023, 0.708, -2.181], [1.160, 2.135, -2.686], [2.079, 2.292, -1.265], [-1.647, 0.115, 0.512], [-1.108, -1.152, 1.135], [-0.348, 0.221, 1.563], [-0.330, -0.290, 4.625], [-1.064, -1.607, 4.670], [-0.934, -0.845, 4.098]],
  "nbo_charge": [-0.61, -0.07, -0.43, -0.54, -0.69, 0.26, 0.25, 0.28, 0.30, 0.42, 0.35, 0.28, 0.39, 0.41, 0.45, 0.48, 0.47, 0.49, 0.50, -0.99]
}